Entry 1:
The following is a DFT calculation (wB97M-V/def2-TZVPD) of a cluster of 2 separate species, C7H14O in total at a distorted geometry.

Atoms and positions in Å:
1 O -3.13311 0.64650 2.08125
2 C 0.84040 1.27971 -0.07268
3 C 0.24196 -1.84300 -1.07196
4 C -0.15910 -1.02651 0.18132
5 C 2.18447 1.02088 0.36502
6 C 2.84564 -0.15193 0.34893
7 C -1.57191 0.89058 -0.72357
8 C -0.22126 0.44527 -0.12001
9 H 0.63264 -1.15601 0.93732
10 H -2.14394 1.71877 -0.30801
11 H -3.00917 1.54815 1.76729
12 H -1.01620 -1.51991 0.67540
13 H -2.61703 0.03490 1.54657
14 H 3.69901 -0.41564 0.94788
15 H 0.58517 2.29594 -0.35348
16 H -2.21403 -0.01112 -0.78920
17 H -0.54506 -2.47366 -1.47882
18 H 2.58738 1.92216 0.82792
19 H 1.12666 -2.45969 -0.84083
20 H 0.69591 -1.12033 -1.77310
21 H -1.36675 1.22244 -1.72786
22 H 2.55834 -0.84751 -0.41940

Cartesian forces, eV/Å:
O -0.36 -0.13 0.46
C -1.55 -0.36 -0.94
C 1.35 0.47 0.26
C 1.00 -0.65 0.83
C 0.65 -0.07 0.99
C -0.50 0.78 -0.66
C 0.43 -0.81 -0.10
C -0.88 0.12 -0.05
H -0.03 0.02 -0.27
H 0.28 -0.07 0.58
H 0.25 -0.36 -0.19
H -0.21 0.79 -0.42
H 0.07 0.46 -0.12
H 0.44 0.44 -0.11
H 0.28 0.19 0.00
H 0.11 0.69 -0.02
H 0.03 0.27 -0.24
H 0.32 -0.42 0.49
H -0.57 -0.25 0.12
H -0.76 -0.45 -0.31
H -0.02 -0.04 -0.63
H -0.31 -0.64 0.33

structure (SMILES): C=C/C=C(/C)CC.O
relative energy (zero: lowest compared OMol25 entry of this formula, charge and spin): 2.1684 eV
DFT total energy: -9531.5982 eV
E_LUMO: 0.83 eV
frontier orbital gap: 9.4 eV


Entry 2:
The following is a DFT calculation (wB97M-V/def2-TZVPD) of a structure of composition C4H9EuGaI2O3P at a distorted geometry.

Atoms and positions in Å:
1 Eu 2.01810 1.31983 -1.81120
2 I -1.20999 -4.16369 -0.72233
3 I 0.03665 -1.49804 -2.72351
4 Ga -0.51149 0.74253 0.04531
5 P -0.85188 2.30538 -1.72252
6 O -2.25798 2.70894 -1.80666
7 O 3.23562 -0.45942 0.90486
8 O 2.40090 0.41278 0.14436
9 C -1.65847 -2.10254 1.36383
10 C -0.60775 -1.19136 -0.74213
11 C -1.12937 -2.26024 -0.01972
12 C 1.33869 1.10528 0.89979
13 H 1.54376 2.17735 0.80830
14 H 3.54243 0.09208 1.64480
15 H 1.39221 0.88967 1.95913
16 H 0.05071 3.41455 -1.53846
17 H -1.63187 1.01039 1.07843
18 H -0.93385 -2.50613 2.07259
19 H -2.59413 -2.63955 1.48680
20 H -1.82769 -1.06188 1.61400
21 H -0.34462 1.70408 -2.93566

Cartesian forces, eV/Å:
Eu -0.38 0.52 -1.67
I 0.02 -0.04 -0.02
I 0.02 0.37 0.60
Ga -0.29 -0.30 0.74
P -0.26 -0.24 0.15
O -0.48 0.10 -0.11
O -0.25 -0.09 -0.09
O 0.59 -0.45 1.56
C 0.01 0.26 0.01
C 0.28 0.12 -0.31
C -0.11 -0.27 -0.10
C -0.39 0.05 -0.70
H 0.30 0.17 0.26
H 0.16 0.16 -0.02
H -0.03 -0.39 0.08
H 0.43 -0.20 -0.27
H -0.03 0.07 -0.10
H 0.02 -0.15 0.07
H -0.05 -0.15 0.06
H -0.01 0.13 0.00
H 0.44 0.35 -0.15

expectation value of S²: 12.021
net charge: +2
DFT total energy: -107605.9875 eV
E_LUMO (alpha / beta): -7.89 / -10.64 eV
spin multiplicity: 7
frontier orbital gap (alpha / beta): 7.8 / 4.9 eV


Entry 3:
The following is a DFT calculation (wB97M-V/def2-TZVPD) of the molecule C2HN3O2S at a distorted geometry.

Atoms and positions in Å:
1 S -3.76858 -0.67959 -1.69617
2 O -3.35391 -1.96033 -2.30239
3 O -3.66332 0.53282 -2.53160
4 N -2.44968 0.25338 0.71326
5 N -1.77048 0.75729 1.67811
6 N -0.61753 0.50699 1.32657
7 C 0.27522 -0.02592 0.86981
8 C -2.17297 -0.26653 -0.34864
9 H 1.11806 -0.13863 0.25105

Cartesian forces, eV/Å:
S 0.61 -0.47 -3.23
O -0.92 2.12 0.92
O -0.40 -1.96 1.22
N -1.71 -2.03 -4.57
N -0.97 2.04 3.29
N 1.77 0.49 1.23
C 2.36 -0.88 -0.60
C -1.37 0.72 2.04
H 0.62 -0.02 -0.31

relative energy (zero: lowest compared OMol25 entry of this formula, charge and spin): 6.9782 eV
DFT total energy: -21482.7229 eV
E_LUMO: -2.03 eV
frontier orbital gap: 7.9 eV


Entry 4:
The following is a DFT calculation (wB97M-V/def2-TZVPD) of the molecule C6H11NO2 at a distorted geometry.

Atoms and positions in Å:
1 O -0.51167 1.20781 -0.76591
2 O 0.56894 -2.28967 -0.22992
3 N 1.19481 0.99417 -2.31658
4 C -0.25218 -0.89967 1.47308
5 C 0.71233 0.69979 -1.15965
6 C -0.29917 0.24508 2.43243
7 C 0.58045 -1.06607 0.42327
8 C -1.63698 0.54427 -1.34691
9 C 1.51154 -0.00035 -0.09718
10 H -0.89038 -1.74177 1.73762
11 H 1.81954 0.71675 0.66807
12 H 0.48289 1.51682 -2.83757
13 H 1.11850 -2.23070 -1.03172
14 H -1.34113 0.49252 2.66043
15 H -2.23202 1.27993 -1.89447
16 H -1.35543 -0.26080 -2.03572
17 H 0.20467 -0.02645 3.36574
18 H -2.24888 0.12617 -0.54273
19 H 2.40212 -0.45701 -0.54202
20 H 0.17201 1.14919 2.03975

Cartesian forces, eV/Å:
O 0.45 -0.79 0.09
O 0.36 0.65 -0.52
N -0.63 -0.96 1.28
C 0.80 -0.70 -0.70
C 0.82 2.20 -1.96
C 0.00 0.27 -0.25
C -0.62 -0.27 1.93
C -0.53 0.09 0.02
C -0.67 -0.64 -0.42
H 0.11 0.00 -0.20
H -0.18 -0.18 -0.03
H 0.23 -0.02 0.07
H -0.31 -0.04 0.42
H 0.16 0.03 0.07
H 0.06 -0.07 0.02
H 0.12 0.18 0.18
H -0.13 0.06 0.01
H 0.11 0.00 -0.09
H -0.10 0.27 0.04
H -0.07 -0.09 0.06

structure (SMILES): [H]/N=C(/C/C(O)=C\C)OC
relative energy (zero: lowest compared OMol25 entry of this formula, charge and spin): 2.2766 eV
DFT total energy: -11983.9917 eV
E_LUMO: 0.82 eV
frontier orbital gap: 9.3 eV


Entry 5:
The following is a DFT calculation (wB97M-V/def2-TZVPD) of a structure of composition C19H14BMoN10O7Se3Te.

Atoms and positions in Å:
1 Te -1.33251 2.43440 -0.67028
2 Mo -0.20583 -0.23974 -0.22178
3 Se -3.30319 1.90791 2.45955
4 Se 1.11944 1.94101 -0.55549
5 Se -2.12727 3.55195 1.50477
6 O -0.76110 0.10307 -2.13801
7 O -1.62853 2.09130 -5.48935
8 O 1.10558 -3.49308 -2.18215
9 O -2.45361 1.61628 -3.56888
10 O -0.19642 -2.09745 -1.05438
11 O 0.09979 -1.54118 -8.06419
12 O 1.13248 -3.15257 -7.07122
13 N -0.56076 -0.54009 2.88163
14 N -0.14906 0.36690 1.96610
15 N 0.48714 -2.12268 -7.06833
16 N -2.00253 -1.15968 0.50170
17 N -1.73834 1.37361 -4.52245
18 N -1.60727 -3.99822 3.72625
19 N -1.96670 -2.05548 1.51839
20 N 0.61689 -2.34033 1.67188
21 N 1.21731 -1.47423 0.82042
22 N -0.78487 -2.92488 3.64766
23 C 0.11517 -1.56187 -5.76637
24 C -0.54964 -0.47307 -3.28840
25 C 2.37539 -2.00632 0.44975
26 C -0.59856 -0.38023 -5.73770
27 C 1.41214 -3.41230 1.82812
28 C -0.13540 -4.06426 5.42998
29 C 2.55351 -3.23655 1.07386
30 C 0.13614 -1.70542 -3.38093
31 C 0.19188 1.46538 2.63505
32 C -0.94286 0.14179 -4.51043
33 C -3.15555 -2.68216 1.57800
34 C -0.02610 1.28766 3.99938
35 C -1.23263 -4.67257 4.79452
36 C 0.12250 -2.96033 4.66061
37 C -3.96692 -2.19310 0.57144
38 C 0.42446 -2.49452 -2.14450
39 C 0.47388 -2.23440 -4.61062
40 C -0.50292 -0.00080 4.10872
41 C -3.19165 -1.24361 -0.08230
42 B -0.71753 -2.01384 2.43557
43 H -3.32526 -3.42883 2.32716
44 H -0.88240 0.12444 -6.64800
45 H 0.38671 -4.38058 6.31554
46 H 2.99888 -1.49688 -0.26674
47 H 1.00710 -3.17314 -4.65045
48 H 1.12015 -4.21556 2.48290
49 H 0.56710 2.32244 2.10607
50 H 0.12920 1.99892 4.79002
51 H 0.89724 -2.21491 4.74201
52 H -3.41018 -0.63061 -0.94251
53 H -0.79927 -0.57289 4.97138
54 H -4.97492 -2.49078 0.34772
55 H -1.76141 -5.56960 5.07316
56 H 3.38420 -3.91091 0.97676

Cartesian forces, eV/Å:
Te 0.04 -0.17 -0.08
Mo -0.11 -0.21 0.35
Se -0.08 -0.02 0.05
Se 0.13 0.02 -0.07
Se 0.08 0.02 -0.02
O -0.23 0.15 -0.30
O -0.05 0.18 -0.32
O 0.05 -0.02 -0.02
O -0.17 -0.10 0.17
O 0.04 0.28 -0.02
O 0.12 0.01 0.06
O 0.03 0.13 -0.03
N 0.06 0.08 -0.05
N -0.08 0.06 -0.15
N -0.20 -0.22 -0.07
N 0.07 0.01 -0.02
N 0.36 -0.05 0.19
N -0.19 0.02 -0.16
N -0.08 -0.02 -0.09
N 0.02 -0.12 -0.01
N -0.04 0.14 0.17
N 0.03 -0.11 0.01
C 0.09 0.00 -0.08
C 0.01 0.03 -0.07
C 0.03 -0.02 -0.07
C 0.07 -0.12 0.14
C -0.05 0.06 0.00
C 0.06 0.13 -0.01
C -0.03 0.00 -0.01
C -0.10 0.26 -0.03
C 0.01 -0.04 -0.05
C -0.09 -0.11 0.33
C 0.08 0.05 -0.04
C -0.02 -0.02 0.00
C -0.04 -0.01 -0.03
C 0.11 0.02 0.04
C 0.01 -0.05 0.07
C 0.02 -0.17 -0.09
C -0.03 0.07 0.03
C -0.04 0.01 0.05
C 0.05 0.02 -0.01
B 0.00 -0.05 0.13
H -0.01 -0.10 0.10
H 0.00 0.00 -0.01
H 0.00 -0.01 0.00
H 0.02 0.00 0.01
H 0.00 0.00 -0.03
H 0.01 -0.03 0.00
H 0.02 0.00 0.03
H 0.01 0.02 0.00
H 0.00 -0.03 0.01
H -0.01 0.00 0.01
H -0.01 0.05 -0.01
H -0.01 0.00 -0.01
H -0.01 -0.01 -0.01
H 0.01 0.00 0.00

expectation value of S²: 3.772
DFT total energy: -255026.8009 eV
E_LUMO (alpha / beta): -1.36 / -2.45 eV
spin multiplicity: 4
frontier orbital gap (alpha / beta): 7.0 / 6.3 eV


Entry 6:
The following is a DFT calculation (wB97M-V/def2-TZVPD) of a structure of composition CH2F3O4STm at a distorted geometry.

Atoms and positions in Å:
1 Tm 2.11530 -1.56140 -2.32498
2 S -0.27672 -0.42135 -0.58572
3 F -1.41582 1.86331 -1.23762
4 F 0.55562 2.04948 -0.37343
5 F -1.17873 1.60696 0.86115
6 O -0.01747 -0.36812 -2.06722
7 O -1.51689 -1.06947 -0.18617
8 O 0.55468 -0.50095 2.23785
9 O 1.02271 -1.24338 -0.15577
10 C -0.59446 1.39828 -0.30978
11 H 1.11175 -1.31122 1.60859
12 H -0.35998 -0.44215 2.53310

Cartesian forces, eV/Å:
Tm -2.98 1.42 2.18
S -1.19 -4.01 -0.27
F 0.46 -0.88 -0.15
F 0.14 -0.17 -0.07
F 0.49 -0.54 -0.33
O 1.57 -0.59 -0.68
O 2.41 1.32 -0.44
O 3.53 -1.52 -2.28
O -0.37 1.41 -2.14
C -0.10 1.70 1.38
H -3.99 3.33 3.20
H 0.03 -1.46 -0.39

expectation value of S²: 3.752
net charge: +1
relative energy (zero: lowest compared OMol25 entry of this formula, charge and spin): 0.0000 eV
DFT total energy: -57765.5029 eV
E_LUMO (alpha / beta): -5.78 / -7.34 eV
spin multiplicity: 4
frontier orbital gap (alpha / beta): 7.1 / 6.4 eV


> What is the formula in the third record?

C2HN3O2S


> What is the DFT total energy in the third record?

-21482.7229 eV